1.
This record from the OMol25 dataset describes a cluster of 16 separate species, C24H80N10O16 in total at a distorted geometry. The level of theory is ωB97M-V/def2-TZVPD.

Structure (XYZ):
```
130
Properties=species:S:1:pos:R:3
C -4.38202 1.51005 1.04906
C -3.61402 1.48605 2.35906
O -4.43202 0.75705 3.23406
H -4.56902 0.47205 0.68206
H -3.91302 2.05805 0.27306
H -5.31502 2.14305 1.12106
H -3.45602 2.54405 2.67606
H -2.68802 0.99305 2.27806
H -3.93902 0.43905 3.98706
C 3.89498 -0.57695 1.99606
C 4.44498 0.47605 1.02106
O 5.79098 0.21405 0.69406
H 2.79598 -0.38795 2.03706
H 4.28698 -0.57095 2.97406
H 4.05698 -1.52595 1.62506
H 4.37698 1.42405 1.50906
H 3.92098 0.50405 0.11406
H 5.82398 -0.58595 0.15506
C -1.87502 4.22705 0.47206
C -2.96602 4.63805 -0.54994
O -2.92402 3.98505 -1.77794
H -0.93302 4.24905 -0.03994
H -2.01402 3.19705 0.76006
H -1.91202 4.82405 1.42106
H -2.91702 5.65705 -0.77194
H -3.92202 4.38105 -0.21794
H -3.20002 4.58305 -2.47594
C -1.43402 0.07405 -0.14694
C 0.00598 -0.37395 0.31206
O 1.11598 0.27205 -0.26094
H -1.52902 0.24705 -1.19994
H -1.78102 0.96405 0.35106
H -2.21702 -0.64195 0.13306
H 0.12898 -1.33195 -0.13594
H 0.01598 -0.49995 1.47206
H 1.05498 0.20705 -1.19894
C 1.76698 -3.29795 1.59206
C 2.69498 -4.36395 1.02106
O 4.01798 -4.14395 1.44006
H 0.72998 -3.46895 1.43006
H 1.90898 -2.26795 1.29106
H 1.88398 -3.30895 2.65506
H 2.86698 -4.19395 -0.05594
H 2.47598 -5.40695 1.19606
H 4.43198 -5.02895 1.42906
C -1.16802 -3.57895 -1.06994
C 0.07798 -4.13995 -1.73694
O 1.10498 -3.22295 -1.67294
H -1.92802 -4.31095 -0.90794
H -1.62402 -2.71795 -1.54594
H -0.82002 -3.20995 -0.14194
H -0.19102 -4.46595 -2.71294
H 0.35898 -5.05595 -1.23594
H 1.79098 -3.55595 -2.18894
C 3.17998 2.80805 -1.43994
C 3.14198 4.22005 -1.96394
O 4.40998 4.79005 -1.69294
H 3.60298 2.05505 -2.06394
H 2.14898 2.55805 -1.29594
H 3.55398 2.74405 -0.40894
H 2.43398 4.77505 -1.44894
H 2.93198 4.20705 -2.99494
H 4.51898 4.88405 -0.73994
C 4.60398 -1.76995 -3.21594
C 3.50698 -1.47095 -2.20294
O 3.80998 -1.93095 -0.83294
H 4.55098 -2.80295 -3.48194
H 5.59598 -1.62195 -2.83194
H 4.47798 -1.23595 -4.14994
H 2.58998 -1.86895 -2.57594
H 3.36498 -0.35195 -2.12094
H 3.17298 -2.48895 -0.44594
C 1.77398 -0.06195 4.68306
O 1.03598 -0.90295 3.88906
N 2.90598 -0.36295 5.18106
N 1.36998 1.14305 4.92506
H 3.29498 -1.20395 4.74206
H 3.58298 0.36505 5.41706
H 0.51898 1.56705 4.41706
H 1.79698 1.94205 5.38906
C 0.28198 2.12705 -3.02694
O 1.08898 0.93905 -2.96094
N 0.30498 2.98005 -4.02194
N -0.60302 2.36105 -2.16694
H 1.01698 2.94805 -4.72094
H -0.46302 3.60005 -4.25394
H -0.63002 1.84205 -1.31694
H -1.23402 3.22305 -2.19794
C -3.72502 0.84105 -3.21294
O -4.44602 -0.28995 -3.50494
N -4.24302 1.71805 -2.38294
N -2.54402 1.06605 -3.69994
H -5.03002 1.27905 -1.98094
H -3.77002 2.47205 -1.96194
H -2.17502 0.27305 -4.29794
H -1.71902 1.63905 -3.30994
C -1.27802 -1.63695 -4.18194
O -2.13002 -2.60995 -3.85894
N -1.45702 -0.83095 -5.14694
N -0.26802 -1.32695 -3.41594
H -2.35402 -0.88095 -5.66594
H -0.62602 -0.24895 -5.52294
H -0.07002 -1.96195 -2.65394
H 0.43698 -0.63395 -3.56294
C -1.91602 -0.20695 5.11306
O -3.22902 -0.56795 5.46306
N -1.08002 0.24805 5.99006
N -1.42602 -0.30995 3.94206
H -1.47202 0.34805 6.91806
H -0.03702 0.43705 5.81406
H -2.10102 -0.77895 3.37006
H -0.40302 -0.55595 3.80506
C -2.30602 -2.74995 2.06006
O -3.19302 -1.77395 2.48806
H -1.28702 -2.45295 2.04906
H -2.61502 -2.88095 1.05606
H -2.50902 -3.64295 2.66006
H -4.02702 -2.04595 2.18806
C 1.99698 2.64705 2.33506
O 0.87598 2.35005 1.46506
H 1.45798 3.20005 3.08806
H 2.72598 3.36105 1.94706
H 2.38898 1.72105 2.64306
H 1.22598 1.66405 0.90306
C -4.40702 -2.72295 -1.31594
O -4.42102 -3.39495 -2.53194
H -5.39502 -2.84695 -0.88494
H -4.05502 -1.75195 -1.38094
H -3.66302 -3.19795 -0.68094
H -3.53302 -3.25795 -2.92694
```

Calculated values
* HOMO: -8.4 eV
* HOMO-LUMO gap: 7.99 eV
* energy relative to the best compared isomer or geometry (same formula, charge and spin): 209.4 kJ/mol

---

2.
This record from the OMol25 dataset describes a structure of composition C3LiO6Y at a distorted geometry. The level of theory is ωB97M-V/def2-TZVPD.

Structure (XYZ):
```
11
Properties=species:S:1:pos:R:3
C 0.09416 -0.35060 0.70119
O -0.58019 -1.38695 0.54953
C 0.43548 0.14277 2.15891
O 1.20706 1.14240 2.17736
O 0.01168 -0.51425 3.10685
Y -2.10923 -2.24917 -0.98295
Li 1.78989 1.66479 0.47554
O 0.48348 0.42555 -0.22665
O -1.13140 -0.52630 -2.46580
O 0.15799 1.27283 -3.01942
C -0.35894 0.37894 -2.47455
```

Calculated values
* HOMO (spin up / spin down): -11.7 / -11.7 eV
* HOMO-LUMO gap (spin up / spin down): 5.59 / 5.52 eV
* charge: +1
* <S²>: 0.751
* energy relative to the best compared isomer or geometry (same formula, charge and spin): 80.6 kJ/mol
* spin multiplicity: 2

---

3.
This record from the OMol25 dataset describes a cluster of 8 separate species, C14H25Cl14NO4S3 in total at a distorted geometry. The level of theory is ωB97M-V/def2-TZVPD.

Structure (XYZ):
```
61
Properties=species:S:1:pos:R:3
C 4.25229 0.96787 2.07680
C 4.12351 0.40937 0.54056
C 2.73344 0.80899 -0.23130
C 2.83720 2.39332 -0.68024
C 1.35570 0.41464 0.56506
S 1.62312 -1.26990 1.42628
O 0.23288 0.04517 -0.35934
S -1.21690 -0.06374 0.54398
O -1.67746 -1.43500 1.09800
O -2.54251 0.47379 -0.11228
O -0.62760 0.80686 1.92811
C 0.61843 1.54027 1.52697
N 0.00030 2.77392 0.85859
C 0.60380 3.85230 1.49846
S 1.31922 5.35433 1.98587
H 3.19987 0.99110 2.58796
H 4.85904 1.97775 2.18228
H 4.89064 0.15595 2.67275
H 4.29538 -0.75214 0.45427
H 5.01788 0.91101 -0.07072
H 2.72822 0.18354 -1.24793
H 3.76298 2.45215 -1.43116
H 3.11727 3.10352 0.22953
H 1.84124 2.75773 -1.22825
H 1.90253 -2.16936 0.38100
H 1.13577 1.69194 2.58319
C -1.03670 -1.19887 4.36587
Cl -1.06106 -2.26582 5.77504
Cl 0.25611 -0.00037 4.49768
H -0.87472 -1.79957 3.46757
H -1.99616 -0.68076 4.29520
C -4.15924 0.97836 -2.73579
Cl -3.72935 2.14529 -3.99206
Cl -5.71026 0.20679 -3.08813
H -3.38368 0.21041 -2.68313
H -4.22999 1.49763 -1.77696
C -1.79332 -2.15418 -3.51411
Cl -2.04691 -2.09374 -1.76574
Cl -0.42129 -3.19147 -3.92241
H -2.69322 -2.55059 -3.99063
H -1.59656 -1.14364 -3.88028
C -9.11580 -0.31038 -1.80374
Cl -10.59057 -0.49114 -2.76139
Cl -8.91357 1.35818 -1.25588
H -9.17510 -0.96639 -0.93186
H -8.25626 -0.58974 -2.41786
C 2.92614 -4.65795 -5.71406
Cl 2.28921 -5.41406 -4.24867
Cl 4.68450 -4.49456 -5.63286
H 2.66580 -5.27720 -6.57590
H 2.48149 -3.66596 -5.82472
C -1.00927 -5.76568 5.48605
Cl -0.63427 -6.88760 6.79960
Cl 0.21428 -5.84538 4.21259
H -1.98182 -6.02687 5.06183
H -1.04178 -4.74890 5.88491
C 3.93725 7.62539 -0.16800
Cl 4.08532 6.13102 0.76456
Cl 3.41458 7.29284 -1.82370
H 3.20160 8.27401 0.31381
H 4.90839 8.12552 -0.19527
```

Calculated values
* HOMO: -9.8 eV
* HOMO-LUMO gap: 8.31 eV
* structure (SMILES): CC[C@H](C)[C@]1(S)OS(=O)(=O)O[C@@H]1N=C=S.ClCCl.ClCCl.ClCCl.ClCCl.ClCCl.ClCCl.ClCCl

---

4.
This record from the OMol25 dataset describes a cluster of 2 separate species, C3H4N2 in total at a distorted geometry. The level of theory is ωB97M-V/def2-TZVPD.

Structure (XYZ):
```
9
Properties=species:S:1:pos:R:3
C -1.31182 0.03526 0.33580
C 2.77451 0.29089 0.43644
C -0.40777 0.82417 0.87273
N -2.19738 -0.68724 -0.15401
N 2.63259 -0.84833 0.42078
H 2.86396 1.28578 0.36608
H -2.11537 -1.64940 -0.43796
H 0.41173 0.97053 0.29909
H -0.47784 1.17810 1.87862
```

Calculated values
* HOMO: -8.9 eV
* HOMO-LUMO gap: 9.80 eV
* energy relative to the best compared isomer or geometry (same formula, charge and spin): 264.6 kJ/mol
* structure (SMILES): C=C=N.C#N

---

5.
This record from the OMol25 dataset describes an isolated molecule of C7H10 at a distorted geometry. The level of theory is ωB97M-V/def2-TZVPD.

Structure (XYZ):
```
17
Properties=species:S:1:pos:R:3
C -1.97492 0.53686 -0.11359
C -1.24379 -0.77786 -0.20711
C 0.19682 -0.84531 -0.75525
C 1.18186 0.32070 -0.87285
C 1.71345 0.36893 0.59433
C 0.54774 -0.07583 1.43017
C -0.11620 -0.99068 0.69920
H -2.43357 0.77303 -1.07689
H -2.75402 0.50177 0.65373
H -1.28523 1.34722 0.15583
H -1.84707 -1.63000 -0.50830
H 0.38547 -1.70403 -1.40115
H 0.72234 1.25002 -1.27028
H 1.99344 0.09111 -1.57149
H 2.35952 1.20932 0.86282
H 0.43523 0.20292 2.47000
H 2.15630 -0.59110 0.93421
```

Calculated values
* HOMO: -7.9 eV
* HOMO-LUMO gap: 8.87 eV
* energy relative to the best compared isomer or geometry (same formula, charge and spin): 353.3 kJ/mol
* structure (SMILES): C[C@@H]1C2=CCC[C@@H]21

---

6.
This record from the OMol25 dataset describes a cluster of 2 separate species, ClH4NSi in total at a distorted geometry. The level of theory is ωB97M-V/def2-TZVPD.

Structure (XYZ):
```
7
Properties=species:S:1:pos:R:3
N 0.18039 0.94725 0.01449
Si 1.07264 -0.39421 -0.13302
Cl -2.75020 -0.22918 -0.04740
H -1.59359 0.43928 -0.09641
H 0.19482 1.53652 0.83374
H 1.26807 -1.48192 0.83531
H 1.62788 -0.81775 -1.40671
```

Calculated values
* HOMO: -10.0 eV
* HOMO-LUMO gap: 9.18 eV
* energy relative to the best compared isomer or geometry (same formula, charge and spin): 309.2 kJ/mol
* structure (SMILES): N=[SiH2].Cl